The following is a quantum chemistry calculation of C19H26N2O3S in the gas phase in a non-equilibrium geometry, from OMol25.

ORCA input file:
```
! wB97M-V def2-TZVPD RIJCOSX def2/J DEFGRID3
* xyz 0 1
C -7.467 -1.777 -1.146
S -5.974 -1.976 -0.133
C -4.838 -0.859 -1.034
C -5.033 0.616 -0.718
C -4.350 1.096 0.575
C -4.845 0.390 1.851
O -6.237 0.412 1.988
N -2.912 0.933 0.484
C -2.145 1.771 -0.255
O -2.620 2.684 -0.903
C -0.678 1.497 -0.208
C 0.177 2.595 -0.376
C 1.549 2.472 -0.356
C 2.067 1.197 -0.175
N 3.357 0.729 -0.117
C 3.258 -0.547 0.047
C 4.351 -1.546 0.178
C 5.269 -1.543 -1.053
C 6.105 -0.271 -1.131
C 6.933 -0.100 0.138
C 6.008 -0.030 1.348
C 5.176 -1.303 1.453
O 1.979 -1.013 0.109
C 1.203 0.091 -0.029
C -0.171 0.213 -0.039
H -8.245 -2.369 -0.676
H -7.272 -2.147 -2.149
H -7.762 -0.732 -1.175
H -3.833 -1.186 -0.768
H -4.998 -1.055 -2.094
H -4.605 1.204 -1.533
H -6.095 0.860 -0.659
H -4.560 2.170 0.655
H -4.440 0.914 2.721
H -4.471 -0.644 1.861
H -6.598 -0.280 1.413
H -2.479 0.236 1.066
H -0.283 3.560 -0.527
H 2.201 3.321 -0.481
H 3.860 -2.523 0.255
H 4.668 -1.653 -1.958
H 5.930 -2.410 -0.981
H 5.440 0.587 -1.240
H 6.757 -0.318 -2.005
H 7.528 0.813 0.073
H 7.621 -0.943 0.247
H 5.342 0.826 1.237
H 6.590 0.099 2.263
H 5.837 -2.161 1.594
H 4.508 -1.247 2.315
H -0.801 -0.659 0.047
*
```

Output
**Frontier orbital gap**: 0.3458 Ha
**Strongest force on any atom**: 0.0244 Eh/bohr
**Relative energy (zero: lowest compared OMol25 entry of this formula, charge and spin)**: 5.4 kcal per mole
**Total energy**: -1473.06888 hartree
**HOMO energy**: -8.92 eV
**Structure (SMILES)**: CSCC[C@@H](CO)NC(=O)c1ccc2nc(C3CCCCC3)oc2c1

The following is a quantum chemistry calculation of C19H26N4O5OsPS as an isolated structure, from OMol25.

ORCA input file:
```
! wB97M-V def2-TZVPD RIJCOSX def2/J DEFGRID3
* xyz 1 1
Os -0.450 -0.122 0.023
N -0.770 -0.576 -2.073
C 0.538 -0.768 -2.755
C 1.644 0.003 -2.042
O 2.719 0.207 -2.552
N 1.240 0.408 -0.809
C 2.024 1.320 0.005
C 1.550 1.208 1.464
O 2.006 1.850 2.359
O 0.583 0.277 1.631
H -1.359 -1.391 -2.222
H -1.273 0.195 -2.511
H 0.502 -0.449 -3.795
H 0.798 -1.826 -2.744
H 1.912 2.364 -0.298
H 3.086 1.080 -0.065
C -4.316 -0.320 -6.084
C -4.161 -0.443 -4.596
C -4.236 0.679 -3.770
C -4.126 0.564 -2.393
C -3.914 -0.691 -1.833
C -3.846 -1.826 -2.632
C -3.971 -1.693 -4.006
S -3.714 -0.866 -0.091
O -4.840 -0.309 0.586
O -3.281 -2.210 0.156
N -2.395 0.088 0.270
C -2.480 1.498 0.410
C -3.491 2.313 0.874
C -3.202 3.670 0.954
C -1.947 4.150 0.601
C -0.990 3.253 0.167
N -1.267 1.954 0.056
H -4.297 0.719 -6.404
H -5.266 -0.753 -6.401
H -3.525 -0.858 -6.607
H -4.402 1.653 -4.211
H -4.218 1.441 -1.765
H -3.711 -2.798 -2.176
H -3.935 -2.577 -4.630
H -4.445 1.903 1.167
H -3.961 4.353 1.312
H -1.710 5.201 0.669
H 0.006 3.572 -0.109
C -0.637 -2.812 2.054
P 0.035 -2.373 0.436
C 1.819 -2.644 0.564
C -0.571 -3.647 -0.698
H -0.330 -3.822 2.328
H -1.724 -2.760 2.017
H -0.262 -2.104 2.794
H 2.024 -3.673 0.861
H 2.226 -1.965 1.314
H 2.308 -2.441 -0.389
H -0.313 -4.631 -0.304
H -0.118 -3.553 -1.685
H -1.655 -3.567 -0.770
*
```

Output
**Frontier orbital gap (alpha / beta)**: 0.2594 / 0.2594 Ha
**Strongest force on any atom**: 0.0063 Eh/bohr
**Relative energy (zero: lowest compared OMol25 entry of this formula, charge and spin)**: 1.0 kcal per mole
**Total energy**: -2164.92373 hartree
**HOMO energy (alpha / beta)**: -11.87 / -11.87 eV